(1)
Computed, not measured: a structure of composition C15H27N2NiO3PS2, with ωB97M-V/def2-TZVPD.

```
51
Properties=species:S:1:pos:R:3:forces:R:3:mulliken_spin:R:1
Ni 0.874 0.254 -0.146 -0.7 0.6 0.3 0.84
C -3.356 -4.037 0.550 0.1 0.0 0.2 0.00
C -3.148 -3.003 1.648 -0.3 0.1 -0.1 0.01
O -1.781 -2.948 2.020 0.7 0.2 0.3 0.00
P -0.850 -1.556 1.751 -0.1 0.5 -0.3 0.07
S 1.122 -0.230 2.074 -0.8 -0.8 -0.6 0.07
S -1.091 -1.153 -0.208 0.5 -0.3 0.0 0.05
O -1.854 -0.480 2.485 -0.1 -0.1 0.1 0.00
C -1.772 -0.383 3.900 0.1 0.0 0.1 0.00
C -1.674 1.075 4.306 0.0 -0.1 -0.1 0.00
H -4.392 -4.020 0.204 0.0 0.0 0.0 0.00
H -3.119 -5.033 0.928 0.0 0.0 -0.1 0.00
H -2.699 -3.811 -0.288 0.0 0.0 0.0 0.00
H -3.725 -3.278 2.540 0.0 0.0 0.0 0.00
H -3.500 -2.025 1.308 0.1 0.0 0.0 0.00
H -0.895 -0.928 4.268 0.0 0.0 0.0 0.00
H -2.665 -0.849 4.334 0.0 0.0 0.0 0.00
H -0.754 1.494 3.899 0.0 0.0 0.0 0.00
H -1.660 1.162 5.395 0.0 0.0 0.0 0.00
H -2.523 1.631 3.907 0.0 0.0 0.0 0.00
C 0.413 -0.857 -3.116 0.1 0.0 0.0 0.00
N 0.952 0.363 -2.513 0.0 -0.1 -0.2 0.03
C 2.317 0.553 -2.995 0.1 0.1 0.1 0.00
C 0.124 1.529 -2.890 -0.1 0.1 0.3 -0.01
C -0.363 2.368 -1.725 0.0 0.1 0.2 -0.01
C -1.154 3.478 -2.017 0.0 0.0 -0.1 0.00
C -1.682 4.254 -0.998 -0.1 0.1 -0.1 0.00
C -1.417 3.908 0.320 0.0 0.0 0.2 0.00
C -0.613 2.811 0.603 0.0 0.1 -0.1 0.00
C -0.054 2.019 -0.406 0.4 -0.3 0.0 -0.06
H 0.367 -0.778 -4.215 0.0 0.0 0.0 0.00
H -0.580 -1.055 -2.724 0.0 0.0 -0.1 0.00
H 1.052 -1.702 -2.856 0.0 0.0 0.0 0.00
H 2.338 0.731 -4.082 0.0 0.0 0.0 0.00
H 2.909 -0.338 -2.785 0.0 0.0 0.0 0.00
H 2.773 1.398 -2.482 0.0 0.0 0.0 0.00
H -0.752 1.173 -3.442 0.0 0.0 0.0 0.00
H 0.692 2.170 -3.574 0.0 -0.1 -0.1 0.00
H -1.371 3.728 -3.054 0.0 0.0 0.0 0.00
H -2.301 5.113 -1.231 0.0 0.0 0.0 0.00
H -1.844 4.491 1.131 0.0 0.0 0.0 0.00
H -0.422 2.556 1.639 0.0 0.0 0.0 0.00
C 5.280 -0.750 -0.151 0.0 0.0 0.1 0.00
C 3.770 -0.707 -0.209 0.2 0.7 0.0 0.00
N 3.149 -1.906 -0.296 -0.7 0.3 0.0 0.00
O 3.187 0.379 -0.252 0.4 -1.2 0.0 0.01
H 5.657 -1.741 0.100 0.1 0.0 0.0 0.00
H 5.623 -0.027 0.585 0.0 0.0 0.0 0.00
H 5.680 -0.455 -1.122 0.0 0.0 0.0 0.00
H 3.596 -2.748 0.021 0.1 0.1 0.0 0.00
H 2.137 -1.844 -0.141 0.1 -0.1 0.0 0.00
```
Positions in Å, forces in eV/Å.

spin multiplicity	2
expectation value of S²	0.781
energy above the lowest of the compared OMol25 structures with the same formula, charge and spin	32.8	kcal per mole
lowest unoccupied orbital energy (spin up / spin down)	2.73 / 2.79	eV
charge	-1
molar mass	437.2	Da
frontier orbital gap (spin up / spin down)	5.23 / 5.24	eV
E_tot	-97119.8494	eV

***

(2)
Computed, not measured: the molecule C15H27N3O5S, with ωB97M-V/def2-TZVPD.

```
51
Properties=species:S:1:pos:R:3:forces:R:3:nbo_charge:R:1
C 5.658 3.470 0.518 -0.2 -0.4 -0.1 -0.62
C 5.812 1.972 0.331 0.5 0.1 0.1 -0.06
O 4.524 1.421 0.057 -0.3 0.0 0.0 -0.53
C 4.522 0.120 -0.310 0.0 0.1 -0.1 0.90
O 5.521 -0.557 -0.383 0.4 -0.1 0.1 -0.66
N 3.280 -0.324 -0.616 -0.2 0.1 -0.1 -0.45
C 2.063 0.420 -0.390 -0.2 0.2 0.3 -0.22
C 1.256 -0.239 0.738 0.0 0.4 -0.2 -0.23
N 1.012 -1.626 0.408 0.4 0.0 0.1 -0.45
C -0.161 -2.209 0.056 -0.3 0.3 0.1 0.71
O -0.211 -3.375 -0.292 -0.2 -0.3 -0.1 -0.64
C -1.413 -1.355 0.181 -0.1 -0.4 -0.1 -0.33
C -2.528 -1.875 -0.730 0.1 0.0 0.0 -0.41
C -3.866 -1.231 -0.326 -0.1 -0.3 -0.6 -0.23
N -3.686 -0.061 0.514 0.3 1.0 -0.5 -0.69
S -3.112 1.313 -0.267 -0.6 0.7 0.6 2.30
O -3.083 1.088 -1.681 -0.3 -0.3 -0.2 -0.95
O -1.904 1.793 0.359 -0.1 0.0 0.2 -0.96
C -4.432 2.501 0.113 0.5 -0.6 -0.3 -0.63
C -5.727 2.003 -0.485 -0.1 0.0 -0.1 -0.63
C -3.051 -0.356 1.781 0.1 0.1 0.6 -0.23
C -1.915 -1.382 1.630 0.0 0.2 -0.2 -0.42
C 2.247 -2.367 0.222 0.1 -0.3 -0.3 -0.24
C 3.068 -1.727 -0.901 0.2 -0.3 0.2 -0.23
H 4.980 3.677 1.342 0.0 0.1 0.1 0.21
H 5.254 3.920 -0.385 0.0 0.1 -0.1 0.21
H 6.626 3.911 0.734 0.1 0.1 0.0 0.22
H 6.215 1.499 1.234 0.0 0.0 -0.2 0.18
H 6.484 1.739 -0.502 -0.1 0.0 0.2 0.19
H 1.468 0.411 -1.310 0.0 0.0 0.1 0.20
H 2.308 1.449 -0.133 -0.1 -0.1 -0.1 0.24
H 1.847 -0.210 1.662 -0.1 0.1 0.0 0.20
H 0.336 0.318 0.899 0.0 -0.1 0.0 0.23
H -1.195 -0.327 -0.109 0.2 -0.2 0.1 0.23
H -2.580 -2.962 -0.647 0.0 0.0 0.0 0.23
H -2.290 -1.622 -1.763 0.0 -0.1 0.0 0.22
H -4.414 -0.906 -1.209 -0.1 -0.3 0.0 0.23
H -4.488 -1.931 0.238 0.0 0.1 0.0 0.20
H -4.465 2.574 1.196 0.1 0.0 0.1 0.23
H -4.115 3.449 -0.313 0.2 0.1 0.0 0.24
H -6.013 1.063 -0.021 -0.1 0.0 0.0 0.22
H -5.588 1.837 -1.550 -0.1 0.0 -0.1 0.23
H -6.527 2.726 -0.341 0.0 0.0 0.0 0.22
H -2.661 0.590 2.159 0.0 -0.2 0.2 0.23
H -3.817 -0.722 2.473 0.1 0.1 0.0 0.20
H -2.275 -2.389 1.850 0.1 0.0 0.0 0.21
H -1.110 -1.151 2.328 0.0 0.0 0.1 0.22
H 2.819 -2.350 1.155 0.0 0.0 0.0 0.19
H 1.987 -3.395 -0.031 0.1 0.1 0.1 0.25
H 2.526 -1.819 -1.848 0.0 0.0 0.0 0.20
H 4.044 -2.206 -0.989 -0.1 0.0 0.0 0.25
```
Positions in Å, forces in eV/Å.

energy above the lowest of the compared OMol25 structures with the same formula, charge and spin	5.2	kcal per mole
lowest unoccupied orbital energy	0.56	eV
molar mass	361.5	Da
SMILES	CCOC(=O)N1CCN(C(=O)C2CCN(S(=O)(=O)CC)CC2)CC1
frontier orbital gap	9.32	eV
E_tot	-41537.1899	eV

***

(3)
Computed, not measured: a structure of composition C15H27NaO13, with ωB97M-V/def2-TZVPD.

```
56
Properties=species:S:1:pos:R:3:forces:R:3:nbo_charge:R:1
Na 18.383 22.827 1.954 -1.5 0.1 0.3 0.95
C 14.963 23.479 1.265 1.4 -0.9 1.6 -0.25
O 15.645 23.068 2.471 0.3 0.4 -1.6 -1.03
H 14.483 22.676 0.705 0.0 -0.6 -0.1 0.13
H 14.140 24.180 1.400 -0.1 0.5 0.4 0.12
H 15.715 23.911 0.605 -0.1 0.5 -0.7 0.09
C 16.121 23.290 -2.769 -1.8 0.8 -0.8 -0.64
C 14.556 23.420 -3.104 3.0 0.3 3.7 0.06
C 14.298 23.968 -4.436 0.6 1.6 -0.9 -0.10
O 13.456 23.062 -5.020 -1.3 -0.9 -1.0 -0.48
C 13.277 22.020 -4.202 1.3 -0.6 -0.8 0.96
O 12.807 21.017 -4.571 -1.8 -2.0 -0.3 -0.57
O 13.921 22.160 -3.040 -0.3 0.6 0.1 -0.48
H 16.601 22.616 -3.478 0.0 -0.3 0.2 0.21
H 16.317 23.058 -1.722 -0.1 -0.2 -0.2 0.22
H 16.508 24.286 -2.987 0.2 0.1 0.2 0.23
H 14.146 24.084 -2.343 -0.2 -0.2 0.3 0.18
H 15.248 24.001 -4.969 -0.2 0.4 -0.5 0.19
H 13.746 24.908 -4.434 0.7 0.4 0.1 0.20
C 13.891 27.256 0.362 -1.8 -0.7 -1.4 -0.66
C 15.263 27.725 -0.059 0.3 -0.8 1.0 0.08
C 16.407 27.012 0.663 -0.9 0.6 1.1 -0.10
O 17.287 26.654 -0.364 2.1 -0.6 -1.0 -0.50
C 16.793 26.873 -1.611 1.4 -0.1 -1.8 0.99
O 17.393 26.679 -2.712 -2.9 0.7 5.1 -0.60
O 15.549 27.355 -1.397 -0.6 0.2 -2.6 -0.50
H 13.095 27.668 -0.259 0.2 1.0 -0.1 0.23
H 13.491 27.342 1.372 0.9 0.3 0.2 0.24
H 13.682 26.232 0.054 0.9 -0.5 0.4 0.23
H 15.387 28.803 0.046 -0.1 0.1 -0.2 0.19
H 16.113 26.140 1.246 -0.2 -0.2 -0.3 0.21
H 16.813 27.731 1.375 0.8 -0.2 -0.2 0.19
C 10.918 22.078 3.323 -0.4 0.6 3.2 -0.26
O 11.737 21.700 2.346 1.4 -2.6 -4.4 -0.49
C 11.339 20.715 1.460 -1.1 0.0 1.4 0.99
O 10.447 19.869 1.623 2.4 2.4 -0.5 -0.63
O 12.132 20.922 0.412 0.4 -0.3 1.1 -0.48
C 11.859 20.204 -0.736 -0.6 -1.0 -2.3 -0.27
H 10.659 23.122 3.147 -1.0 -0.2 0.0 0.18
H 11.585 22.110 4.184 -0.3 0.1 0.6 0.18
H 10.161 21.322 3.533 -0.5 0.5 -0.1 0.20
H 11.096 20.768 -1.273 -0.2 -0.4 -0.2 0.18
H 11.569 19.159 -0.627 -0.4 0.2 0.7 0.20
H 12.709 20.105 -1.411 0.4 0.7 0.4 0.20
C 17.352 15.909 -2.725 0.1 -2.0 0.6 -0.26
O 16.920 17.234 -2.618 -0.4 2.0 0.7 -0.50
C 16.548 17.810 -1.435 -0.4 -0.3 1.8 1.00
O 16.691 17.348 -0.295 -0.2 1.3 -3.2 -0.62
O 15.926 19.021 -1.741 1.7 -5.5 -2.7 -0.50
C 15.728 20.010 -0.884 -0.1 3.9 2.2 -0.25
H 17.750 15.646 -3.705 -0.4 0.9 -0.3 0.20
H 16.519 15.230 -2.543 -0.1 0.0 0.1 0.19
H 18.157 15.577 -2.069 0.0 0.7 0.6 0.19
H 16.266 19.997 0.063 0.0 -0.6 0.1 0.19
H 14.688 20.273 -0.691 -0.2 -0.7 0.1 0.19
H 16.080 20.899 -1.408 0.2 0.3 0.1 0.17
```
Positions in Å, forces in eV/Å.

energy above the lowest of the compared OMol25 structures with the same formula, charge and spin	44.4	kcal per mole
lowest unoccupied orbital energy	-1.61	eV
molar mass	438.4	Da
frontier orbital gap	5.36	eV
E_tot	-47022.4765	eV

***

(4)
Computed, not measured: a structure of composition C15H28F5N4O3TeV, with ωB97M-V/def2-TZVPD.

```
57
Properties=species:S:1:pos:R:3:forces:R:3:mulliken_spin:R:1
V 0.286 0.237 0.348 -0.7 -0.3 -0.2 1.94
C -0.385 -1.546 2.577 -0.7 -0.3 0.2 0.02
C -1.661 -0.730 2.400 0.2 -0.4 0.7 0.01
N -1.674 -0.158 1.040 -0.8 0.7 -0.1 -0.03
C -2.425 -0.937 0.062 -0.3 -0.4 -0.3 0.02
C -1.468 -1.895 -0.573 -0.6 -0.4 -0.2 0.03
C -1.879 -3.064 -1.193 0.2 0.2 0.1 0.00
C -0.926 -3.887 -1.779 0.1 0.3 0.2 0.01
C 0.399 -3.490 -1.727 0.0 0.2 0.1 0.00
C 0.730 -2.295 -1.102 0.3 -0.5 -0.2 0.04
C 2.144 -1.802 -1.055 -0.1 -0.4 -0.2 0.01
N 2.204 -0.642 -0.177 0.2 0.9 -0.2 -0.02
C 2.960 -0.801 1.075 0.5 -0.9 0.7 -0.01
C 2.014 -1.419 2.128 0.8 0.0 -0.4 0.03
N 0.722 -0.724 2.093 0.4 0.4 0.7 -0.02
N -0.183 -1.505 -0.519 -0.3 -1.4 -0.9 -0.11
H -0.257 -1.820 3.631 0.0 0.0 -0.2 0.00
H -0.421 -2.467 1.983 0.1 0.1 0.1 0.00
H -2.549 -1.346 2.586 0.1 0.1 -0.1 0.00
H -1.658 0.090 3.124 0.0 -0.1 -0.2 0.00
H -2.101 0.764 1.111 0.1 0.0 0.1 0.02
H -3.281 -1.458 0.511 0.2 0.1 -0.1 0.00
H -2.811 -0.272 -0.719 0.0 0.0 0.1 0.00
H -2.927 -3.319 -1.215 -0.1 0.0 0.0 0.00
H -1.207 -4.811 -2.257 -0.1 -0.1 -0.1 0.00
H 1.176 -4.088 -2.177 0.1 -0.1 0.0 0.00
H 2.810 -2.603 -0.716 0.0 0.1 -0.1 0.00
H 2.461 -1.526 -2.068 0.0 0.0 0.2 0.00
H 2.686 0.126 -0.649 -0.1 -0.1 0.0 0.01
H 3.827 -1.479 0.917 -0.4 0.1 0.0 0.00
H 3.927 0.563 2.143 0.0 -0.1 0.1 0.00
H 1.864 -2.478 1.888 0.0 0.1 0.1 0.00
H 2.471 -1.344 3.121 -0.1 -0.2 -0.1 0.00
H 0.797 0.104 2.693 0.1 0.1 0.1 0.01
C -2.192 3.375 0.109 -0.3 0.2 0.1 0.00
O -1.046 2.759 -0.474 -0.1 -0.1 -0.3 0.01
C -0.938 3.015 -1.874 0.3 -0.3 -0.4 0.00
C 0.257 2.235 -2.419 -0.1 0.7 0.1 0.00
O 0.128 0.833 -2.201 0.1 -0.1 0.6 0.02
C -0.648 0.199 -3.211 -0.1 -0.2 -0.2 0.01
H -2.385 4.358 -0.323 0.0 0.0 -0.1 0.00
H -1.991 3.505 1.174 -0.3 -0.1 -0.1 0.00
H -3.078 2.747 -0.036 0.0 0.1 0.1 0.00
H -0.779 4.084 -2.063 -0.1 -0.1 0.1 0.00
H -1.865 2.709 -2.373 0.0 0.1 0.0 0.00
H 1.165 2.554 -1.902 -0.1 -0.1 -0.2 0.00
H 0.371 2.443 -3.491 0.0 0.0 0.2 0.00
H -0.312 0.519 -4.201 0.0 0.0 0.1 0.00
H -1.713 0.432 -3.116 0.0 0.0 0.0 0.00
H -0.497 -0.875 -3.127 -0.1 0.0 0.0 0.00
F 0.546 3.996 3.257 0.1 0.2 -1.7 0.00
Te 0.821 3.358 1.454 2.5 -1.0 4.3 0.00
F 2.730 3.717 1.289 -1.6 0.4 -0.2 0.00
F -0.608 1.910 2.005 0.4 0.3 -1.0 0.01
F 1.651 1.966 2.531 -0.4 0.6 -0.4 0.00
F 1.334 1.698 0.127 0.7 1.5 -0.5 0.01
O 3.381 0.485 1.353 0.1 0.1 -0.2 0.00
```
Positions in Å, forces in eV/Å.

spin multiplicity	3
expectation value of S²	2.011
energy above the lowest of the compared OMol25 structures with the same formula, charge and spin	13.1	kcal per mole
lowest unoccupied orbital energy (spin up / spin down)	-6.60 / -6.51	eV
charge	+2
molar mass	585.9	Da
frontier orbital gap (spin up / spin down)	9.49 / 9.85	eV
E_tot	-74669.7141	eV